The following is a quantum chemistry calculation of a 5-piece molecular cluster, C26H50BFNO12PS overall in a non-equilibrium geometry, from the OMol25 dataset.

Lowest unoccupied orbital energy in eV: 0.2
Max |F| in eV/A: 1.22
Spin multiplicity: 1
Total charge: 0
Highest occupied orbital energy in eV: -8.51

Geometry (Å):
C: 4.8931 0.2385 2.0205
C: 3.6239 1.0669 2.3288
B: 2.2966 0.3225 1.9392
O: 1.4578 -0.1114 2.9235
C: 1.8590 -0.0228 0.4082
C: 2.4817 -1.4016 0.0966
C: 1.7572 -2.2372 -0.9370
F: 2.5510 -2.1543 1.2910
C: 2.5645 1.0745 -0.3818
O: 3.6729 1.0744 -0.8647
N: 1.6373 2.1165 -0.4909
C: 0.3987 1.4497 -0.9140
P: 0.5281 1.0054 -2.7331
S: -0.5648 2.0981 -3.9357
C: 0.3621 0.2051 0.0251
C: -0.6912 0.4395 1.1347
C: -1.2861 -0.8479 1.6505
O: -1.4102 -1.1785 2.7907
O: -1.6892 -1.6727 0.6096
H: 5.0146 0.0777 0.9479
H: 4.8593 -0.7389 2.5083
H: 5.7754 0.7884 2.3583
H: 3.7191 2.0568 1.8752
H: 3.6103 1.2213 3.4165
H: 1.6560 0.3252 3.7598
H: 3.5145 -1.2247 -0.2169
H: 1.3946 -1.6334 -1.7661
H: 2.4165 -2.9985 -1.3559
H: 0.9224 -2.7621 -0.4643
H: 1.9486 2.8991 -1.0555
H: -0.4911 2.0786 -0.8845
H: 1.8933 1.0972 -3.0363
H: 0.2288 -0.3603 -2.8479
H: -0.0746 -0.6014 -0.5659
H: -1.5237 0.9866 0.6745
H: -0.3459 1.0186 1.9839
H: -2.6368 -1.8480 0.6755
C: 0.6163 -1.5357 -6.1948
C: 1.7548 -2.5085 -5.9684
O: 1.7952 -2.9883 -4.6183
C: 1.0525 -4.0269 -4.1840
C: -0.0079 -4.6219 -5.0799
O: 1.2168 -4.4024 -3.0551
H: -0.3547 -2.0090 -6.0458
H: 0.6528 -1.1444 -7.2114
H: 0.6872 -0.6969 -5.5012
H: 1.7310 -3.3438 -6.6690
H: 2.7115 -2.0072 -6.1040
H: -0.9623 -4.1568 -4.8328
H: -0.0756 -5.6838 -4.8586
H: 0.1760 -4.4993 -6.1432
C: 1.1401 6.0848 2.3150
C: 1.2068 4.8201 3.1449
O: 2.5072 4.2241 3.1241
C: 3.5094 4.6108 3.9451
C: 3.3575 5.8702 4.7676
O: 4.5170 3.9615 3.9599
H: 1.7968 6.8610 2.7075
H: 0.1211 6.4728 2.3012
H: 1.4461 5.8741 1.2905
H: 0.8759 4.9819 4.1722
H: 0.5562 4.0593 2.7147
H: 3.8310 6.6884 4.2256
H: 3.8908 5.7237 5.7029
H: 2.3308 6.1452 4.9920
C: -1.1834 -5.0339 -0.6316
C: -2.6884 -4.9691 -0.7596
O: -3.2525 -6.1732 -1.2908
C: -3.5344 -7.2482 -0.5254
C: -3.0623 -7.2896 0.9102
O: -4.1176 -8.1684 -1.0274
H: -0.8697 -5.8045 0.0730
H: -0.7990 -4.0753 -0.2844
H: -0.7277 -5.2623 -1.5950
H: -3.1682 -4.7096 0.1864
H: -2.9706 -4.2019 -1.4804
H: -2.1198 -7.8355 0.9416
H: -3.7991 -7.8417 1.4874
H: -2.9170 -6.3165 1.3702
C: -5.2361 3.2912 2.7620
C: -4.1401 4.1907 2.2329
O: -3.2123 3.4809 1.4018
C: -3.4275 3.2590 0.0910
C: -4.7620 3.5917 -0.5279
O: -2.5473 2.7453 -0.5468
H: -5.8488 2.8860 1.9565
H: -5.8852 3.8478 3.4380
H: -4.8023 2.4532 3.3073
H: -4.5359 5.0593 1.7060
H: -3.5320 4.5660 3.0542
H: -5.3661 2.6847 -0.5404
H: -4.5840 3.8987 -1.5550
H: -5.3147 4.3756 -0.0184